--- A ---
Formula: H24O12
Source: the OMol25 dataset
Level of theory: the ωB97M-V functional and the def2-TZVPD basis

Output
E_HOMO ... -11.07 eV

Atoms and positions in Å:
O (1.0818, -3.9143, -1.3184)
H (0.3270, -4.1443, -0.7690)
H (1.8099, -4.4549, -0.9991)
O (1.2871, 0.7476, 3.4200)
H (1.6613, 0.3124, 2.6260)
H (0.9596, -0.0610, 3.8358)
O (2.5641, -0.0634, 1.1892)
H (3.4816, -0.2395, 0.9507)
H (2.1229, -0.8728, 0.9004)
O (-2.9934, -1.6967, -3.5188)
H (-2.4928, -1.2584, -4.2043)
H (-2.5919, -1.8169, -2.6597)
O (-1.1709, 3.7116, 3.0341)
H (-1.5645, 3.1261, 2.3798)
H (-0.3373, 3.2695, 3.2400)
O (-3.1957, -3.3313, -0.1948)
H (-2.8386, -2.4610, 0.0292)
H (-2.3688, -3.8272, -0.2035)
O (-0.3623, 0.2916, -4.0112)
H (-0.4941, -0.1451, -3.1629)
H (-0.2433, -0.4498, -4.6144)
O (3.7985, 2.0723, 2.5286)
H (2.8532, 2.0018, 2.7148)
H (3.8994, 1.5947, 1.7054)
O (-2.1429, 2.7579, -1.0785)
H (-2.6430, 2.2967, -1.7674)
H (-1.8394, 1.9991, -0.5682)
O (-0.7942, -1.6801, 0.9910)
H (-1.1435, -1.1529, 1.7201)
H (-0.2169, -1.1092, 0.4773)
O (3.6025, 0.3354, -2.5463)
H (4.4076, 0.8517, -2.4720)
H (3.1209, 0.6099, -3.3295)
O (-1.8331, 1.0745, 1.5920)
H (-2.2090, 1.5348, 2.3440)
H (-1.8659, 1.5469, 0.7575)

Löwdin population analysis, charges in e, atoms 1 to 2:
1. O -0.0573
2. H 0.0215

***

--- B ---
Formula: H24O12
Source: the OMol25 dataset
Level of theory: the ωB97M-V functional and the def2-TZVPD basis

Output
E_HOMO ... -10.35 eV

Atoms and positions in Å:
O (-3.6436, -7.7466, 6.6299)
H (-4.3753, -8.3637, 6.8977)
H (-2.8140, -8.2001, 6.8959)
O (-1.4670, -9.4161, 7.5441)
H (-0.6850, -9.9795, 7.4968)
H (-2.1786, -9.9014, 7.8939)
O (-1.7645, -10.8730, 5.2783)
H (-1.5735, -10.1256, 5.8415)
H (-2.3807, -10.6832, 4.5883)
O (-5.2929, -10.0996, 6.3800)
H (-4.7158, -10.1197, 5.6280)
H (-4.6539, -10.3899, 7.0198)
O (-5.1622, -8.4882, 9.0573)
H (-5.7425, -9.1680, 9.4388)
H (-4.2940, -8.6488, 9.4372)
O (-0.2202, -10.3872, 10.1433)
H (0.1494, -9.5894, 9.8616)
H (-0.1460, -11.0067, 9.3640)
O (0.4317, -12.0838, 8.0107)
H (1.0636, -12.3078, 7.3113)
H (0.2126, -12.8258, 8.5734)
O (-0.6801, -6.2501, 7.1311)
H (-0.9476, -5.3407, 6.8867)
H (-1.0478, -6.8325, 6.4964)
O (-2.4982, -8.5247, 9.9039)
H (-2.4964, -7.6220, 9.6162)
H (-1.7437, -8.9211, 9.4738)
O (-3.6154, -10.8967, 8.4166)
H (-3.6806, -10.5727, 9.3263)
H (-3.1447, -11.7488, 8.5122)
O (2.8937, -10.5683, 8.6684)
H (2.2168, -10.1243, 8.1527)
H (3.6714, -10.0627, 8.5221)
O (1.2903, -9.2264, 7.0324)
H (0.9759, -9.4697, 6.1781)
H (1.4515, -8.3266, 6.9508)

Löwdin population analysis, charges in e, atoms 1 to 2:
1. O -0.0902
2. H 0.0117

***

--- C ---
Formula: H24O12
Source: the OMol25 dataset
Level of theory: the ωB97M-V functional and the def2-TZVPD basis

Output
E_HOMO ... -11.18 eV

Atoms and positions in Å:
O (0.7178, 0.6757, 4.6797)
H (1.2786, -0.1813, 4.7755)
H (0.8077, 0.7656, 3.7936)
O (0.8685, -0.6896, -3.3236)
H (0.1631, -1.2238, -2.9373)
H (0.8476, 0.1576, -3.5501)
O (-3.4859, -0.0213, -0.6464)
H (-3.1568, 0.6802, -0.2022)
H (-3.8687, 0.2602, -1.5776)
O (2.9484, 0.4534, 1.8857)
H (3.1684, 0.7120, 0.9042)
H (3.6967, -0.1498, 1.9709)
O (0.4519, 3.1654, 1.8709)
H (0.0796, 3.5001, 2.8519)
H (1.3099, 2.5565, 1.8874)
O (-1.9534, -2.4990, -0.8676)
H (-2.5711, -1.8094, -0.8386)
H (-2.1951, -2.7016, -1.9199)
O (-0.3662, -5.1792, -0.2231)
H (-0.9271, -4.4814, -0.3468)
H (0.3548, -4.7906, 0.3863)
O (-1.4984, 2.9379, -2.3827)
H (-0.9647, 3.7814, -2.5409)
H (-1.0689, 2.6380, -1.5692)
O (-3.5328, 0.8756, -3.2247)
H (-2.8684, 1.0917, -2.5879)
H (-3.2528, 0.2528, -3.8369)
O (0.9192, -1.1967, 1.8800)
H (0.7577, -1.9955, 2.2939)
H (0.9078, -1.2820, 0.9255)
O (1.2997, 3.5904, -1.3202)
H (1.7810, 3.4025, -2.0232)
H (1.5392, 4.5518, -1.1047)
O (2.7926, -2.7076, 2.5606)
H (2.4621, -1.8263, 2.3136)
H (2.5581, -3.3136, 2.0439)

Löwdin population analysis, charges in e, atoms 1 to 2:
1. O -0.0492
2. H 0.0967

***

Energies relative to the minimum, eV: A 1.272; B 0.000; C 4.232

***

--- A ---
Formula: H24O12
Source: the OMol25 dataset
Level of theory: the ωB97M-V functional and the def2-TZVPD basis

Output
E_HOMO ... -7.77 eV

Atoms and positions in Å:
O (0.0965, -0.2299, -0.2487)
H (-0.3050, 0.0951, 0.5571)
H (-0.3653, 0.2304, -0.9495)
O (2.4820, -1.1356, -0.8817)
H (1.9133, -1.1006, -0.1125)
H (1.9356, -0.8141, -1.5989)
O (0.8193, 2.3119, 1.3460)
H (0.7031, 3.2555, 1.2355)
H (-0.0689, 1.9719, 1.4550)
O (-0.9574, -1.5759, 1.4972)
H (-1.6215, -1.6374, 0.8106)
H (-1.1244, -2.3312, 2.0610)
O (1.0616, -0.8343, -2.4797)
H (1.2599, -1.4282, -3.2037)
H (0.1708, -0.5313, -2.6550)
O (-2.0130, 1.5502, -1.1892)
H (-1.7498, 2.4499, -0.9957)
H (-1.8780, 1.4583, -2.1324)
O (0.2470, -2.4791, -1.4887)
H (0.6264, -1.8402, -2.0921)
H (0.1673, -2.0080, -0.6593)
O (-1.4697, 2.2298, 1.1767)
H (-1.8796, 1.5939, 0.5903)
H (-1.1176, 1.7026, 1.8940)
O (1.7910, 0.4299, 1.7525)
H (2.5783, 0.7486, 2.1938)
H (1.2740, 1.2178, 1.5851)
O (1.1037, -1.6427, 1.7199)
H (1.5839, -0.8384, 1.5230)
H (0.2153, -1.4749, 1.4057)
O (-0.8074, -0.2927, -3.0406)
H (-1.3958, -0.5730, -2.3396)
H (-1.2933, 0.3900, -3.5032)
O (-0.7108, 0.6152, 1.9499)
H (-0.8899, -0.3240, 1.9967)
H (-0.3816, 0.8404, 2.8200)

Löwdin population analysis, charges in e, atoms 1 to 2:
1. O -0.0355
2. H 0.0068

***

--- B ---
Formula: H24O12
Source: the OMol25 dataset
Level of theory: the ωB97M-V functional and the def2-TZVPD basis

Output
E_HOMO ... -9.79 eV

Atoms and positions in Å:
O (-1.2369, -0.1039, 1.1114)
H (-1.6640, -0.3091, 0.2327)
H (-0.3472, 0.2265, 0.9740)
O (-5.2133, -0.0353, -1.6010)
H (-4.8404, -0.9301, -1.8313)
H (-5.7637, 0.2499, -2.3197)
O (4.1543, -1.1654, 0.8856)
H (4.4593, -0.9828, -0.0207)
H (3.6965, -0.4529, 1.1839)
O (0.6869, -2.8181, 0.8659)
H (1.1702, -2.5108, 0.1745)
H (-0.1980, -2.8499, 0.4797)
O (-1.9896, -4.5196, 2.2098)
H (-1.7590, -3.8626, 2.8947)
H (-2.8525, -4.7611, 2.6894)
O (0.2442, 2.9928, -1.6048)
H (0.4552, 2.7899, -0.7365)
H (-0.2740, 3.8109, -1.4879)
O (2.0838, 2.1776, -0.6029)
H (2.0156, 1.2485, -0.8411)
H (2.4058, 2.6279, -1.4082)
O (2.4073, 0.4836, 4.3502)
H (2.0074, -0.0661, 5.0763)
H (2.8970, -0.0976, 3.7910)
O (-1.4286, 2.7623, -0.4734)
H (-0.9821, 3.1627, 0.2487)
H (-2.3371, 2.7308, -0.0064)
O (0.7071, -0.9268, -2.7051)
H (1.1369, -0.0504, -2.8542)
H (0.1421, -0.7224, -1.9683)
O (2.1724, -1.1985, 0.0010)
H (2.7879, -0.6833, -0.4454)
H (2.7811, -1.8887, 0.2947)
O (-2.6619, 1.7801, -1.8740)
H (-2.2927, 1.1666, -2.4581)
H (-2.5700, 2.7253, -2.2245)

Löwdin population analysis, charges in e, atoms 1 to 2:
1. O -0.0676
2. H 0.0594

***

--- C ---
Formula: H24O12
Source: the OMol25 dataset
Level of theory: the ωB97M-V functional and the def2-TZVPD basis

Output
E_HOMO ... -10.81 eV

Atoms and positions in Å:
O (-0.7360, -0.2396, -0.2532)
H (-1.1671, -0.9772, 0.2921)
H (0.0728, -0.0167, 0.2227)
O (3.1117, 2.3112, 1.1133)
H (3.5054, 2.5162, 2.0355)
H (2.5925, 3.0851, 1.0125)
O (-4.3159, -5.0154, 0.7794)
H (-3.4480, -4.8337, 0.3904)
H (-4.3491, -5.9527, 0.8744)
O (-0.9790, 4.9633, 1.1317)
H (-1.8769, 4.7399, 1.4460)
H (-0.7149, 4.1414, 0.9006)
O (0.1903, 2.5100, -0.1226)
H (-0.6922, 2.2200, -0.4381)
H (0.6603, 1.7170, -0.2529)
O (0.6530, -2.5233, -4.3031)
H (-0.2424, -2.8849, -4.2214)
H (0.5374, -1.6029, -3.8302)
O (-2.3330, 2.3818, 2.9331)
H (-2.5593, 1.9142, 2.1177)
H (-2.8980, 3.1995, 3.0838)
O (1.2480, 1.2015, 1.8657)
H (1.7452, 1.8900, 2.4058)
H (0.6402, 0.9076, 2.5462)
O (-3.2321, -3.8069, -2.2731)
H (-4.0970, -3.9040, -2.4650)
H (-3.1090, -4.6396, -1.7779)
O (1.3166, -2.1933, -1.2105)
H (1.0411, -1.4262, -1.6730)
H (2.1179, -2.4251, -1.7765)
O (2.7018, 0.4943, -3.4057)
H (2.7163, 0.9925, -4.1684)
H (2.6662, 1.0925, -2.6277)
O (2.8761, -0.2595, 3.4172)
H (3.8652, 0.0095, 3.3288)
H (2.4920, 0.4135, 2.9025)

Löwdin population analysis, charges in e, atoms 1 to 2:
1. O -0.0770
2. H 0.1007

***

Energies relative to the minimum, eV: A 12.645; B 3.299; C 0.000